Molecular formula: C10H18N3O
Method: DFT, ωB97M-V/def2-TZVPD

Each atom is followed by the atoms it is bonded to, with distances in Å.
CARTESIAN COORDINATES (ANGSTROEM)
1 C 0.8402 4.9643 -1.2457  C7 1.547, H14 1.093, H15 1.078, H16 1.063
2 C 1.2198 0.7743 -0.8438  C3 1.392, C4 1.414, O8 1.368
3 C 0.1670 1.2427 -1.6253  C2 1.392, C5 1.367, H9 1.086
4 C 1.9555 1.5943 0.0421  C2 1.414, C6 1.390, H11 1.067
5 C -0.0088 2.5986 -1.6102  C3 1.367, C7 1.390, H12 1.085
6 C 1.6105 2.9386 0.1132  C4 1.390, C7 1.385, H13 1.102
7 C 0.7869 3.4646 -0.8685  C1 1.547, C5 1.390, C6 1.385
8 O 1.4914 -0.5636 -0.7495  C2 1.368, H10 0.960
9 H -0.3856 0.5496 -2.2525  C3 1.086
10 H 2.3988 -0.8352 -0.5913  O8 0.960
11 H 2.8467 1.2557 0.5209  C4 1.067
12 H -0.8816 2.9329 -2.1618  C5 1.085
13 H 2.0243 3.4617 0.9902  C6 1.102
14 H 1.1205 5.4826 -0.3245  C1 1.093
15 H -0.1662 5.2489 -1.5083  C1 1.078
16 H 1.3807 5.1085 -2.1493  C1 1.063
17 C -1.0385 -1.4438 1.3011  C18 1.531, N20 1.451, H23 1.125, H24 1.110
18 C -2.1830 -0.7625 2.0555  C17 1.531, H25 1.097, H26 1.176, H32 1.095
19 C -0.5924 -3.5884 0.2057  N20 1.342, N21 1.345, N22 1.353
20 N -1.3791 -2.8145 0.9687  C17 1.451, C19 1.342, H27 1.023
21 N 0.6330 -3.1716 -0.1607  C19 1.345, H28 1.012, H29 1.018
22 N -1.0201 -4.8684 0.1082  C19 1.353, H30 1.018, H31 1.031
23 H -0.8098 -0.8612 0.3664  C17 1.125
24 H -0.1962 -1.3230 2.0144  C17 1.110
25 H -2.5502 -1.4384 2.8382  C18 1.097
26 H -3.0578 -0.4320 1.3418  C18 1.176
27 H -2.3317 -3.1702 1.0848  N20 1.023
28 H 0.6862 -2.1619 -0.2002  N21 1.012
29 H 1.2715 -3.6376 -0.8025  N21 1.018
30 H -1.5502 -5.2364 0.8953  N22 1.018
31 H -0.3099 -5.5329 -0.2329  N22 1.031
32 H -1.9720 0.2242 2.4804  C18 1.095

Orbital gap   8.1 eV
LUMO   -2.9 eV
Multiplicity   1
Energy relative to the best compared isomer or geometry (same formula, charge and spin)   150.1 kJ/mol
E   -631.1151 a.u.
Charge   +1



Molecular formula: C5H11N
Method: DFT, ωB97M-V/def2-TZVPD

Each atom is followed by the atoms it is bonded to, with distances in Å.
CARTESIAN COORDINATES (ANGSTROEM)
1 C 2.3589 -0.4740 0.4650  C2 1.526, H7 1.090, H8 1.107, H9 1.075
2 C 1.4047 -0.3581 -0.7198  C1 1.526, C3 1.604, H10 1.108, H11 1.062
3 C -0.0766 -0.3261 -0.1048  C2 1.604, C4 1.476, N5 1.547, H12 1.109
4 C -0.4767 1.0540 0.2327  C3 1.476, N5 1.422, H13 1.047, H14 1.081
5 N -1.2812 0.4049 -0.7444  C3 1.547, C4 1.422, C6 1.486
6 C -2.5622 0.0152 -0.0997  N5 1.486, H15 1.057, H16 1.116, H17 1.127
7 H 2.2613 0.3922 1.1196  C1 1.090
8 H 2.1749 -1.4037 1.0369  C1 1.107
9 H 3.3538 -0.4940 0.0592  C1 1.075
10 H 1.5881 0.5776 -1.2833  C2 1.108
11 H 1.4860 -1.2140 -1.3434  C2 1.062
12 H -0.6623 -1.1647 0.3236  C3 1.109
13 H -0.0057 1.8558 -0.2491  C4 1.047
14 H -0.8850 1.2817 1.2073  C4 1.081
15 H -3.0076 -0.7011 -0.7360  C6 1.057
16 H -3.1249 0.9788 -0.1019  C6 1.116
17 H -2.5455 -0.4246 0.9382  C6 1.127

Orbital gap   10.2 eV
LUMO   1.2 eV
Multiplicity   1
Structure (SMILES)   CC[C@H]1CN1C
Energy relative to the best compared isomer or geometry (same formula, charge and spin)   229.5 kJ/mol
E   -251.7751 a.u.



Molecular formula: C3H8N2O2
Method: DFT, ωB97M-V/def2-TZVPD

Each atom is followed by the atoms it is bonded to, with distances in Å.
CARTESIAN COORDINATES (ANGSTROEM)
1 C 0.6706 1.5839 -0.7283  C2 1.502, H8 1.093, H9 1.091, H10 1.095
2 C -0.2710 0.5735 -0.1380  C1 1.502, N3 1.813, C4 1.454, H11 1.086
3 N 0.3579 0.1741 1.5147  C2 1.813, H12 1.017, H13 1.017
4 C -0.3067 -0.7320 -0.7767  C2 1.454, O5 1.388, N6 1.790, H14 1.089
5 O -1.5826 -1.2193 -1.0261  C4 1.388, H15 0.980
6 N 0.4231 -1.6208 0.5955  C4 1.790, O7 1.213
7 O -0.3741 -2.4384 1.0038  N6 1.213
8 H 1.6716 1.1625 -0.8511  C1 1.093
9 H 0.7396 2.4701 -0.0953  C1 1.091
10 H 0.3084 1.8843 -1.7176  C1 1.095
11 H -1.2342 0.9745 0.1647  C2 1.086
12 H 1.3128 0.1434 1.8621  N3 1.017
13 H -0.3998 -0.0463 2.1567  N3 1.017
14 H 0.4184 -0.9479 -1.5598  C4 1.089
15 H -1.7339 -1.9617 -0.4045  O5 0.980

Orbital gap (alpha / beta)   8.9 / 8.9 eV
LUMO (alpha / beta)   0.8 / 0.8 eV
Multiplicity   1
Structure (SMILES)   C[C@H](N)[C@H](O)N=O
Energy relative to the best compared isomer or geometry (same formula, charge and spin)   555.0 kJ/mol
E   -378.9296 a.u.



Molecular formula: C7H7N
Method: DFT, ωB97M-V/def2-TZVPD

Each atom is followed by the atoms it is bonded to, with distances in Å.
CARTESIAN COORDINATES (ANGSTROEM)
1 C 1.9385 -0.3782 -0.2975  C2 1.368, C8 1.391, H9 1.169
2 C 1.3925 0.8763 -0.3022  C1 1.368, N3 1.407, H10 1.188
3 N 0.0518 0.7660 0.1093  C2 1.407, C4 1.332, C7 1.382
4 C -1.0230 1.5090 0.3678  N3 1.332, C5 1.414, H11 1.135
5 C -2.1222 0.6521 0.1311  C4 1.414, C6 1.467, H12 1.161
6 C -1.6285 -0.7067 -0.1157  C5 1.467, C7 1.429, H13 1.091
7 C -0.2168 -0.5895 0.0711  N3 1.382, C6 1.429, C8 1.508
8 C 1.0261 -1.4170 -0.1428  C1 1.391, C7 1.508, H14 1.054, H15 1.148
9 H 3.0204 -0.4135 -0.7381  C1 1.169
10 H 1.8151 1.9849 -0.3676  C2 1.188
11 H -1.1778 2.4578 0.9706  C4 1.135
12 H -3.1277 1.1858 0.3571  C5 1.161
13 H -2.2545 -1.5868 0.0383  C6 1.091
14 H 0.9667 -2.2360 -0.8038  C8 1.054
15 H 1.3393 -2.1041 0.7224  C8 1.148

Orbital gap   9.1 eV
LUMO   1.1 eV
Multiplicity   1
Structure (SMILES)   C1=Cn2cccc2C1
Energy relative to the best compared isomer or geometry (same formula, charge and spin)   220.8 kJ/mol
E   -325.5746 a.u.